Formula: C44H88O22S11
Source: the Open Molecules 2025 dataset
Level of theory: ωB97M-V/def2-TZVPD

```
165
Properties=species:S:1:pos:R:3:lowdin_charge:R:1
O -6.41385 2.81153 3.90922 -0.327
S -6.40991 1.88071 2.80294 0.686
O -6.64161 2.34615 1.45820 -0.336
C -4.89778 0.84032 2.88617 -0.223
C -5.32797 -0.60471 3.00855 -0.224
C -6.69206 -0.61698 3.69204 -0.223
C -7.56260 0.51005 3.12906 -0.223
H -4.29932 1.11130 3.75543 0.083
H -4.27214 1.03644 2.02045 0.080
H -5.34174 -1.07217 2.02114 0.120
H -4.64956 -1.22302 3.59517 0.097
H -6.58375 -0.50372 4.77573 0.115
H -7.30824 -1.51634 3.61902 0.113
H -8.44270 0.90297 3.63372 0.105
H -7.95192 0.18483 2.16085 0.100
O -2.29473 -1.57973 -3.47169 -0.333
S -2.52170 -1.05772 -4.80637 0.704
O -2.41147 0.34778 -5.15791 -0.329
C -1.48303 -2.13348 -5.89865 -0.206
C -2.31304 -3.41448 -6.03570 -0.219
C -3.77478 -3.04583 -6.24816 -0.205
C -4.05230 -1.76008 -5.50262 -0.221
H -0.48683 -2.30380 -5.50035 0.075
H -1.48649 -1.52453 -6.80500 0.102
H -1.87697 -3.93781 -6.88951 0.119
H -2.15816 -4.07891 -5.18555 0.104
H -4.44177 -3.83243 -5.89922 0.117
H -3.95635 -2.88263 -7.30916 0.118
H -4.79492 -1.74030 -4.70591 0.107
H -4.36914 -0.99683 -6.21604 0.100
O 2.93340 3.03495 -4.62467 -0.316
S 2.02009 1.91077 -4.69382 0.714
O 1.44450 1.32574 -3.47857 -0.356
C 0.72300 2.03622 -6.00643 -0.209
C 0.85014 0.75907 -6.88060 -0.196
C 2.35094 0.57008 -6.97125 -0.217
C 2.90031 0.55821 -5.54965 -0.213
H 0.96751 2.93878 -6.57285 0.103
H -0.29282 2.26624 -5.69273 0.074
H 0.37996 -0.07125 -6.35092 0.087
H 0.33004 0.85946 -7.83083 0.121
H 2.82734 1.30916 -7.61309 0.122
H 2.55436 -0.43424 -7.35597 0.115
H 3.95735 0.69015 -5.32204 0.112
H 2.64118 -0.37139 -5.05287 0.049
O -3.17412 -0.24750 8.36995 -0.318
S -2.06195 -0.03263 7.48006 0.694
O -1.24576 1.15439 7.53618 -0.314
C -1.04895 -1.52816 7.49528 -0.224
C -1.67535 -2.40289 6.44600 -0.222
C -1.87079 -1.48863 5.21654 -0.203
C -2.70458 -0.32927 5.78540 -0.205
H -0.72416 -1.91322 8.45856 0.116
H -0.10202 -1.13682 7.10003 0.079
H -1.08946 -3.27015 6.13042 0.116
H -2.59881 -2.86175 6.81042 0.122
H -2.32545 -2.02753 4.38734 0.100
H -0.89976 -1.14881 4.84925 0.103
H -3.72065 -0.69894 5.91719 0.097
H -2.72034 0.59026 5.20448 0.090
O 7.19931 1.81143 -3.67582 -0.334
S 6.74432 1.77243 -2.30559 0.676
O 7.70462 2.03219 -1.25762 -0.336
C 5.26333 2.82405 -2.03705 -0.206
C 4.33049 2.00403 -1.16487 -0.213
C 4.39179 0.56608 -1.70295 -0.203
C 5.88154 0.23752 -1.93989 -0.223
H 4.86253 3.04507 -3.02724 0.083
H 5.60251 3.76275 -1.60020 0.104
H 4.64515 1.97841 -0.12415 0.109
H 3.32854 2.42048 -1.27151 0.099
H 3.86578 0.35499 -2.63146 0.077
H 4.03637 -0.14903 -0.96011 0.107
H 6.11916 -0.48898 -2.71780 0.099
H 6.36792 -0.20227 -1.06703 0.101
O -1.19965 -2.60432 1.77051 -0.350
S -1.27956 -1.20408 1.39561 0.726
O -2.37958 -0.36562 1.85178 -0.330
C 0.32805 -0.37694 1.77825 -0.184
C 1.00337 -0.31346 0.41276 -0.198
C -0.09033 0.02013 -0.61443 -0.205
C -1.10577 -1.09792 -0.42801 -0.204
H 0.83951 -0.93593 2.55647 0.085
H 0.13943 0.66569 2.03574 0.077
H 1.82875 0.39589 0.35220 0.101
H 1.44797 -1.27288 0.12994 0.109
H 0.30441 0.06472 -1.63102 0.094
H -0.65074 0.95096 -0.49694 0.099
H -0.67099 -2.06792 -0.67388 0.083
H -2.11167 -0.99449 -0.82560 0.096
O -0.11707 5.58572 -2.32346 -0.325
S -0.78950 4.65674 -3.22787 0.722
O -0.25691 4.42909 -4.55183 -0.336
C -1.08665 3.01909 -2.48734 -0.226
C -2.28479 3.28787 -1.60918 -0.231
C -3.30341 4.05850 -2.47928 -0.209
C -2.57731 5.16721 -3.24810 -0.194
H -0.19535 2.61059 -2.01487 0.078
H -1.39192 2.29900 -3.25083 0.099
H -2.74344 2.40707 -1.15879 0.115
H -2.02263 3.90826 -0.74638 0.116
H -4.13905 4.41493 -1.87941 0.115
H -3.73334 3.36658 -3.20696 0.111
H -2.70280 6.19061 -2.89902 0.098
H -2.92371 5.24184 -4.28002 0.095
O 1.31084 -4.41598 0.37753 -0.350
S 1.14656 -4.62807 1.81997 0.695
O 1.33062 -3.55287 2.77806 -0.344
C -0.39781 -5.52171 2.17264 -0.214
C 0.04285 -6.97329 2.35169 -0.212
C 1.42123 -7.00579 3.04554 -0.210
C 2.28477 -5.94088 2.36288 -0.221
H -1.13709 -5.26285 1.42325 0.100
H -0.64888 -5.05325 3.12502 0.098
H -0.65085 -7.48734 3.01596 0.114
H 0.13433 -7.48767 1.39499 0.117
H 1.86558 -7.99593 3.10443 0.114
H 1.26817 -6.70811 4.08774 0.115
H 2.76258 -6.31457 1.45215 0.099
H 3.13408 -5.50803 2.88769 0.103
O 3.41224 3.87998 5.28519 -0.334
S 2.73015 2.94707 6.15114 0.708
O 2.81907 3.07719 7.59557 -0.327
C 0.94976 2.80686 5.69390 -0.196
C 0.87411 1.55952 4.81820 -0.207
C 1.81642 0.52897 5.48594 -0.211
C 3.14277 1.23398 5.66516 -0.212
H 0.62088 3.79770 5.39181 0.090
H 0.45268 2.57410 6.63582 0.079
H -0.13534 1.15202 4.74233 0.099
H 1.20949 1.64285 3.78052 0.089
H 1.97587 -0.33350 4.83773 0.114
H 1.40735 0.20988 6.44440 0.099
H 3.72837 1.26332 4.74221 0.107
H 3.87975 0.81806 6.35310 0.106
O 2.08474 -2.72877 -5.37917 -0.330
S 2.43468 -2.86106 -3.96568 0.700
O 3.53335 -2.13266 -3.36289 -0.320
C 0.93755 -2.72249 -2.93532 -0.210
C 0.30119 -4.11316 -2.92740 -0.196
C 1.20466 -5.17521 -3.59696 -0.192
C 2.61952 -4.60467 -3.54962 -0.227
H 0.38883 -1.82285 -3.20636 0.088
H 1.37347 -2.52928 -1.95140 0.087
H 0.06034 -4.40838 -1.90653 0.096
H -0.65026 -4.03069 -3.45737 0.087
H 0.89835 -5.25599 -4.64126 0.108
H 1.20041 -6.16986 -3.15978 0.115
H 3.31240 -5.15128 -4.18848 0.112
H 3.06114 -4.59591 -2.55140 0.108
O 2.99798 2.70700 1.70318 -0.329
S 1.86012 3.55060 1.43448 0.676
O 0.63265 2.95784 0.95428 -0.325
C 1.40146 4.62594 2.82812 -0.216
C 1.33324 6.04780 2.27070 -0.203
C 1.29915 5.97362 0.74922 -0.236
C 2.31521 4.91618 0.29146 -0.185
H 2.22011 4.58433 3.55491 0.072
H 0.56696 4.22778 3.40085 0.087
H 0.46727 6.52548 2.73441 0.117
H 2.16493 6.66859 2.60683 0.118
H 1.53890 6.92865 0.27783 0.121
H 0.30073 5.74628 0.37180 0.101
H 3.32302 5.25023 0.53208 0.112
H 2.18031 4.62738 -0.74640 0.096
```

The energy relative to the best compared isomer or geometry (same formula, charge and spin) is 0.0 kcal per mole. As for the HOMO energy: -9.59 eV. The lowest unoccupied orbital energy is -0.2 eV. Its total charge is 0. The calculation puts the total energy at -211283.951 eV. The calculation puts the HOMO-LUMO gap at 9.4 eV. Its largest force on an atom is 2.40 eV/A. The SMILES is O=S1(=O)CCCC1.O=S1(=O)CCCC1.O=S1(=O)CCCC1.O=S1(=O)CCCC1.O=S1(=O)CCCC1.O=S1(=O)CCCC1.O=S1(=O)CCCC1.O=S1(=O)CCCC1.O=S1(=O)CCCC1.O=S1(=O)CCCC1.O=S1(=O)CCCC1.